(1)
This record from OMol25 describes a structure of composition C23H31AsMoNO4S3. The level of theory is the ωB97M-V functional and the def2-TZVPD basis.

Summary:
strongest force on any atom: 0.56 eV/A
molar mass: 652.57 g mol⁻¹
total charge: +3
orbital gap: 4.60 eV

Last column: natural (NBO) charge in e.
CARTESIAN COORDINATES (ANGSTROEM)
1 Mo 0.354 -1.283 -0.630  0.745
2 C 3.676 -2.051 0.556  -0.674
3 C 2.215 -2.389 0.465  -0.142
4 S 1.128 -1.508 1.474  0.458
5 C 1.755 -3.324 -0.473  -0.096
6 C 2.709 -4.047 -1.376  -0.677
7 S 0.080 -3.500 -0.858  0.516
8 H 3.854 -1.242 1.261  0.262
9 H 4.075 -1.770 -0.420  0.268
10 H 4.227 -2.929 0.903  0.288
11 H 3.648 -4.252 -0.868  0.273
12 H 2.920 -3.440 -2.262  0.276
13 H 2.275 -4.987 -1.715  0.281
14 C -1.571 0.547 1.995  -0.962
15 As -1.818 -1.007 0.887  1.343
16 C -3.372 -0.667 -0.198  -0.955
17 C -2.211 -2.565 2.020  -0.693
18 C -3.359 -2.206 2.905  -0.024
19 C -3.125 -1.598 4.140  -0.241
20 C -4.188 -1.268 4.964  -0.173
21 C -5.490 -1.540 4.560  -0.152
22 C -5.729 -2.154 3.336  -0.181
23 C -4.668 -2.485 2.509  -0.237
24 H -2.511 0.726 2.517  0.293
25 H -1.326 1.398 1.361  0.269
26 H -0.787 0.377 2.731  0.258
27 H -4.219 -0.635 0.488  0.295
28 H -3.516 -1.466 -0.922  0.270
29 H -3.284 0.300 -0.689  0.256
30 H -1.301 -2.796 2.575  0.253
31 H -2.437 -3.386 1.338  0.259
32 H -2.109 -1.414 4.474  0.213
33 H -4.004 -0.816 5.929  0.245
34 H -6.318 -1.290 5.208  0.250
35 H -6.741 -2.390 3.037  0.248
36 H -4.857 -2.995 1.570  0.220
37 C 3.473 5.665 0.331  -0.657
38 C 3.127 4.403 -0.392  0.103
39 C 2.705 3.264 0.302  -0.201
40 C 2.413 2.088 -0.359  -0.177
41 C 2.538 2.054 -1.746  -0.379
42 C 2.966 3.172 -2.470  -0.172
43 C 3.248 4.334 -1.786  -0.180
44 S 2.348 0.615 -2.667  2.329
45 O 3.518 0.091 -3.269  -0.826
46 O 1.768 -0.460 -1.701  -0.938
47 N 1.254 0.876 -3.809  -0.883
48 C 0.050 1.714 -3.703  -0.219
49 C -1.213 0.880 -3.430  -0.539
50 C -0.973 0.089 -2.198  0.835
51 O -1.034 -1.192 -2.173  -0.578
52 O -0.511 0.613 -1.128  -0.608
53 H 3.075 5.676 1.343  0.239
54 H 3.106 6.538 -0.207  0.254
55 H 4.560 5.762 0.395  0.266
56 H 2.617 3.306 1.380  0.241
57 H 2.110 1.213 0.199  0.203
58 H 3.091 3.129 -3.545  0.251
59 H 3.581 5.204 -2.337  0.256
60 H 1.581 0.579 -4.723  0.468
61 H -0.068 2.246 -4.644  0.268
62 H 0.202 2.454 -2.919  0.243
63 H -1.435 0.195 -4.248  0.275
64 H -2.071 1.542 -3.291  0.294

Cartesian forces, eV/Å:
Mo 0.4 -0.2 -0.3
C 0.0 0.0 0.0
C 0.0 0.1 0.2
S -0.2 0.1 0.0
C 0.0 0.0 0.0
C 0.0 0.0 0.0
S 0.1 0.1 0.0
H 0.0 0.0 0.0
H 0.0 0.0 0.0
H 0.0 0.0 0.0
H 0.0 0.0 0.0
H 0.0 0.0 0.0
H 0.0 0.0 0.0
C 0.0 0.0 0.0
As -0.2 0.0 0.1
C 0.0 0.0 0.0
C 0.0 0.0 0.0
C 0.0 0.0 0.0
C 0.0 0.0 0.0
C 0.0 0.0 0.0
C 0.0 0.0 0.0
C 0.0 0.0 0.0
C 0.0 0.0 0.0
H 0.0 0.0 0.0
H 0.0 0.0 0.0
H 0.0 0.0 0.0
H 0.0 0.0 0.0
H 0.0 0.0 0.0
H 0.0 0.0 0.0
H 0.0 0.0 0.0
H 0.0 0.0 0.0
H 0.0 0.0 0.0
H 0.0 0.0 0.0
H 0.0 0.0 0.0
H 0.0 0.0 0.0
H 0.0 0.0 0.0
C 0.0 0.0 0.0
C 0.0 0.0 0.0
C 0.0 0.0 0.0
C 0.0 0.0 0.0
C 0.0 -0.1 0.0
C 0.0 0.0 0.0
C 0.0 0.0 0.0
S -0.1 0.0 -0.2
O 0.0 0.0 0.0
O 0.1 0.0 0.2
N 0.1 0.1 0.0
C 0.0 0.0 0.0
C 0.0 0.0 0.0
C -0.1 0.0 0.1
O -0.1 0.2 0.1
O 0.0 -0.2 0.0
H 0.0 0.0 0.0
H 0.0 0.0 0.0
H 0.0 0.0 0.0
H 0.0 0.0 0.0
H 0.0 0.0 0.0
H 0.0 0.0 0.0
H 0.0 0.0 0.0
H 0.0 0.0 0.0
H 0.0 0.0 0.0
H 0.0 0.0 0.0
H 0.0 0.0 0.0
H 0.0 0.0 0.0

(2)
This record from OMol25 describes a structure of composition C52H58N5O3Zn. The level of theory is the ωB97M-V functional and the def2-TZVPD basis.

Summary:
strongest force on any atom: 0.52 eV/A
molar mass: 866.46 g mol⁻¹
total charge: -1
ΔE to the lowest compared entry with this formula, charge and spin: 0.3381 eV
orbital gap: 6.19 eV

Last column: Mulliken charge in e.
CARTESIAN COORDINATES (ANGSTROEM)
1 Zn 0.171 -0.785 -0.424  3.327
2 C -1.313 1.910 -3.676  -1.293
3 C -1.192 1.120 -2.524  0.069
4 N -0.048 0.609 -2.139  1.203
5 C 1.062 0.820 -2.870  -0.740
6 C 1.051 1.638 -4.031  1.748
7 C -0.193 2.183 -4.414  -0.907
8 C 2.231 1.795 -4.788  -1.403
9 C 3.336 1.053 -4.452  -0.918
10 C 3.355 0.203 -3.344  -1.261
11 C 2.253 0.091 -2.486  0.382
12 N 2.100 -0.738 -1.440  1.285
13 C 3.036 -1.565 -0.917  -0.341
14 C 4.420 -1.419 -0.908  -0.125
15 C 5.253 -2.405 -0.362  -1.212
16 C 4.752 -3.564 0.170  -0.903
17 C 3.353 -3.735 0.257  1.028
18 C 2.735 -4.868 0.830  -0.926
19 C 1.370 -4.945 0.880  -1.316
20 C 0.610 -3.868 0.396  -0.150
21 N 1.156 -2.799 -0.124  0.593
22 C 2.499 -2.723 -0.241  -0.307
23 H -2.286 2.275 -3.976  0.507
24 H -2.051 0.885 -1.908  -0.344
25 H -0.250 2.789 -5.312  0.417
26 H 2.236 2.455 -5.647  0.403
27 H 4.218 1.103 -5.081  0.390
28 H 4.223 -0.418 -3.185  0.632
29 H 4.868 -0.505 -1.270  0.579
30 H 6.325 -2.242 -0.370  0.348
31 H 5.409 -4.333 0.558  0.384
32 H 3.351 -5.664 1.231  0.424
33 H 0.872 -5.808 1.301  0.447
34 H -0.472 -3.877 0.429  0.292
35 O -0.620 2.039 0.213  -0.023
36 C -0.087 3.068 0.547  -1.117
37 C 1.399 3.312 0.479  0.645
38 C 1.604 4.477 -0.517  -1.023
39 C 0.551 4.524 -1.647  0.654
40 C -0.732 5.318 -1.331  -1.098
41 C -1.642 4.655 -0.282  -0.401
42 N -0.848 4.206 0.861  -0.083
43 H 1.860 2.391 0.125  -0.545
44 H 1.815 3.552 1.460  0.411
45 H 2.592 4.373 -0.967  0.477
46 H 1.593 5.436 0.012  0.382
47 H 0.286 3.503 -1.931  -0.592
48 H 1.009 4.988 -2.524  0.436
49 H -1.302 5.443 -2.256  0.452
50 H -0.450 6.319 -0.982  0.328
51 H -2.127 3.774 -0.701  -0.013
52 H -2.412 5.352 0.055  0.464
53 H -0.292 4.960 1.242  0.385
54 C 4.158 3.410 5.979  -1.517
55 C 3.389 2.523 5.035  0.716
56 C 2.004 2.543 4.974  -1.206
57 C 1.300 1.718 4.101  0.784
58 C -0.205 1.737 4.076  -1.038
59 C 1.993 0.852 3.259  0.289
60 C 3.389 0.830 3.297  1.021
61 C 4.143 -0.079 2.381  -1.053
62 C 4.067 1.658 4.183  -0.923
63 C 1.227 -0.138 2.377  -0.402
64 O 0.759 -1.132 2.937  -0.788
65 O 1.112 0.187 1.150  0.165
66 H 3.507 3.847 6.736  0.369
67 H 4.639 4.226 5.434  0.279
68 H 4.945 2.846 6.483  0.362
69 H 1.451 3.206 5.633  0.297
70 H -0.604 2.450 4.797  0.325
71 H -0.584 0.740 4.311  0.332
72 H -0.575 1.992 3.080  0.091
73 H 3.871 -1.122 2.561  0.325
74 H 5.221 0.034 2.500  0.385
75 H 3.870 0.144 1.354  -0.081
76 H 5.151 1.620 4.212  0.327
77 C -4.508 -3.636 -4.302  -1.638
78 C -3.188 -3.125 -3.778  0.381
79 C -2.047 -3.212 -4.562  -0.899
80 C -0.842 -2.760 -4.025  0.489
81 C 0.426 -2.811 -4.840  -1.666
82 C -0.803 -2.252 -2.746  -0.776
83 C -1.941 -2.116 -1.896  0.875
84 C -3.140 -2.584 -2.499  -0.947
85 N -1.746 -1.569 -0.659  0.725
86 C -2.732 -1.410 0.428  1.523
87 C -4.108 -2.094 0.293  -2.553
88 C -4.978 -1.860 1.536  0.368
89 C -4.301 -2.401 2.794  -1.875
90 C -2.948 -1.706 2.948  0.541
91 C -3.167 -0.202 3.116  -0.214
92 C -3.881 0.340 1.876  0.191
93 C -5.229 -0.360 1.703  -1.694
94 C -3.008 0.087 0.645  -0.356
95 C -2.091 -1.969 1.711  -0.939
96 H -4.436 -3.877 -5.363  0.394
97 H -5.300 -2.896 -4.173  0.338
98 H -4.811 -4.541 -3.769  0.278
99 H -2.091 -3.630 -5.562  0.302
100 H 0.364 -3.582 -5.610  0.433
101 H 1.286 -3.019 -4.201  0.283
102 H 0.604 -1.851 -5.332  0.235
103 H 0.162 -1.947 -2.367  0.308
104 H -4.084 -2.554 -1.990  0.330
105 H -3.981 -3.168 0.129  0.446
106 H -4.657 -1.664 -0.544  0.682
107 H -5.936 -2.373 1.384  0.275
108 H -4.165 -3.484 2.708  0.563
109 H -4.933 -2.209 3.669  0.658
110 H -2.424 -2.098 3.826  0.605
111 H -2.201 0.295 3.232  -1.204
112 H -3.766 -0.007 4.013  0.815
113 H -4.035 1.420 1.984  0.590
114 H -5.737 0.036 0.817  0.568
115 H -5.875 -0.180 2.570  0.606
116 H -2.055 0.592 0.765  -1.233
117 H -3.505 0.490 -0.245  0.462
118 H -1.952 -3.048 1.596  0.176
119 H -1.107 -1.515 1.848  -0.551

Cartesian forces, eV/Å:
Zn 0.1 0.0 0.1
C 0.0 0.1 -0.1
C 0.0 -0.1 0.1
N -0.2 0.1 0.0
C 0.1 0.2 -0.4
C -0.1 -0.2 0.3
C 0.0 0.0 0.1
C 0.3 0.0 -0.2
C -0.2 0.2 -0.2
C -0.1 0.0 0.2
C 0.3 -0.3 -0.2
N -0.4 0.2 0.2
C 0.2 0.1 0.0
C -0.2 0.1 0.0
C 0.0 -0.3 0.1
C 0.3 0.1 0.1
C -0.3 0.2 -0.1
C -0.2 0.1 0.0
C 0.2 -0.1 0.0
C 0.0 0.1 -0.1
N -0.1 -0.1 0.1
C 0.3 -0.2 0.1
H 0.0 0.0 0.0
H 0.0 0.0 0.0
H 0.0 0.0 0.0
H 0.0 0.0 0.0
H 0.0 0.0 0.0
H 0.0 0.0 0.0
H 0.0 0.0 -0.1
H 0.0 0.0 0.0
H 0.0 0.0 0.0
H 0.0 0.0 0.0
H 0.0 0.0 0.0
H 0.0 0.0 0.0
O -0.1 0.5 -0.1
C 0.2 0.0 0.3
C 0.0 0.0 -0.2
C -0.1 -0.1 -0.1
C 0.0 0.2 0.1
C -0.1 -0.2 0.0
C 0.2 0.2 -0.2
N -0.3 -0.1 0.2
H 0.0 0.0 0.1
H 0.0 -0.1 0.0
H 0.0 0.0 0.0
H 0.1 0.0 0.0
H 0.0 0.0 -0.1
H 0.0 -0.1 0.0
H 0.0 0.1 0.0
H 0.0 0.0 0.0
H -0.1 0.0 0.0
H 0.0 -0.1 0.0
H 0.1 0.0 -0.1
C 0.0 0.0 -0.1
C 0.1 0.0 0.0
C 0.0 0.1 0.0
C -0.2 0.0 -0.1
C 0.1 -0.1 0.0
C 0.1 -0.1 0.0
C 0.0 0.1 0.0
C 0.0 -0.1 0.0
C -0.1 0.0 0.0
C -0.2 0.1 0.2
O 0.1 0.0 -0.1
O 0.0 -0.3 -0.1
H 0.0 0.0 0.0
H 0.0 0.0 0.0
H 0.0 0.0 0.0
H 0.0 0.0 0.0
H 0.0 0.0 0.0
H 0.0 0.1 0.0
H 0.0 0.0 0.0
H 0.0 0.0 0.0
H 0.0 0.0 0.0
H 0.0 -0.1 -0.2
H 0.0 0.0 0.0
C 0.1 0.0 0.0
C 0.1 0.0 -0.1
C -0.1 0.0 0.0
C 0.1 -0.1 -0.1
C -0.1 0.1 0.1
C -0.1 0.0 0.1
C -0.1 -0.1 -0.1
C -0.1 0.0 0.0
N 0.3 0.1 0.0
C -0.2 -0.1 -0.1
C 0.0 0.0 0.1
C -0.1 0.0 0.0
C 0.0 0.0 -0.1
C 0.1 -0.1 0.2
C 0.0 -0.1 -0.1
C 0.0 0.2 0.0
C 0.1 0.0 0.0
C 0.0 -0.2 0.1
C -0.1 0.2 -0.1
H 0.0 0.0 0.0
H 0.0 0.0 0.0
H 0.0 0.0 0.0
H 0.0 0.0 0.0
H 0.0 0.0 0.0
H 0.0 0.0 0.0
H 0.0 0.0 0.0
H 0.1 -0.1 -0.1
H 0.0 0.0 0.1
H 0.0 0.0 -0.1
H 0.0 -0.1 -0.1
H 0.0 0.0 0.0
H 0.0 0.0 0.0
H 0.0 0.0 0.0
H 0.0 0.0 0.0
H -0.2 0.0 0.0
H 0.0 0.0 0.0
H 0.0 0.0 0.0
H 0.0 0.0 0.0
H 0.0 0.0 0.0
H 0.0 0.1 0.0
H 0.1 0.0 0.0
H 0.0 0.0 0.0
H 0.0 -0.1 0.1